105
Properties=species:S:1:pos:R:3:forces:R:3:lowdin_charge:R:1 method="wB97M-V/def2-TZVPD" homo_energy_ev=-9.3 homo_lumo_gap_ha=0.34813 smiles="CC(=O)N([PH3]C[C@H](O)CN)C(C)=O.CCOC(=O)OC.CCOC(=O)OC.CCOC(=O)OC.CCOC(=O)OC.CCOC(=O)OC" lumo_ha=0.0079 total_charge=0
P -1.2438 2.7401 1.2102 -0.7 -0.1 -0.2 0.909
O 9.3134 -1.4348 1.1623 0.0 0.0 0.1 0.043
O 5.6239 -3.5728 -1.1271 0.0 0.0 0.0 0.008
O 4.8085 -2.3054 -2.8149 0.0 0.0 -0.1 0.132
O -3.4720 4.9083 1.5261 0.0 0.1 -0.1 -0.074
O -6.4375 5.9098 5.4177 0.0 0.0 0.0 -0.003
O 10.8967 -2.9969 0.7495 0.0 -0.1 0.0 0.121
O -8.1295 6.1929 6.8844 0.0 0.0 0.0 0.127
O -3.9748 -5.5948 -3.5048 0.0 0.0 0.0 0.037
O -8.1177 4.5582 5.3213 0.0 0.0 -0.1 0.031
O 1.9975 4.8099 1.0807 -0.1 -0.3 0.2 0.106
O -0.1144 -1.2229 -4.3879 0.0 0.0 0.0 0.124
O 4.9473 -1.5734 -0.6834 0.0 0.0 0.0 -0.003
O -5.4942 -6.5214 -4.7236 0.0 0.0 0.0 0.003
O 2.2130 1.6636 0.0326 -0.1 0.0 0.4 0.087
O -2.0966 -0.1727 -4.6482 0.0 0.0 0.0 0.004
O -0.6290 0.7143 -3.3392 -0.1 0.0 0.0 0.036
O 11.3099 -1.1060 1.9096 0.0 0.0 0.0 0.003
O -3.5394 -7.6110 -4.4334 0.0 0.0 0.0 0.123
N -5.9833 2.1889 1.1230 -0.2 0.2 -0.1 0.005
N 0.5853 3.0043 0.9441 0.0 -0.4 1.0 -0.194
C -2.6518 -5.5656 -2.9419 0.3 0.0 0.2 -0.206
C 0.8623 4.3670 3.0925 0.1 0.0 0.0 -0.019
C 12.6526 -1.5580 2.0972 0.1 0.0 0.0 -0.042
C 7.8483 -3.3892 1.3605 0.2 0.0 0.3 -0.052
C 1.4135 1.8393 0.9230 0.4 0.1 -0.9 -0.525
C -0.8641 -0.3122 -4.1497 0.0 0.0 0.1 -0.614
C -5.9210 -7.5864 -5.5771 -0.1 0.0 0.0 -0.040
C -3.1284 2.4912 1.3724 0.2 0.0 -0.2 -0.339
C 0.6811 0.7501 -2.7378 0.2 0.1 0.2 -0.211
C -10.5258 5.0145 5.3100 0.1 0.1 -0.1 -0.065
C 8.3317 -2.2494 0.4946 -0.3 -0.1 -0.2 -0.201
C -2.4575 -1.1761 -5.5987 -0.1 -0.1 -0.1 -0.035
C 5.0993 -2.4655 -1.6598 0.0 0.0 0.1 -0.613
C -4.2594 -6.6669 -4.2397 0.0 0.0 0.0 -0.616
C -7.6181 5.6116 5.9644 0.0 -0.1 0.0 -0.616
C 1.2294 0.8111 2.0137 -0.3 0.1 0.1 -0.008
C -5.8237 7.0864 5.9556 0.1 0.0 0.0 -0.036
C 4.4223 -0.3063 -1.1132 0.1 0.1 0.0 -0.027
C -1.6025 -5.1974 -3.9664 -0.1 0.0 -0.2 -0.053
C -9.4067 4.1101 5.7775 -0.2 -0.1 0.1 -0.209
C -3.9655 3.6990 0.9580 -0.4 -0.6 0.1 -0.461
C 1.2039 4.0951 1.6394 0.4 0.4 -0.7 -0.527
C 7.1198 -4.3822 -2.8935 0.0 0.2 0.0 -0.057
C 10.5353 -1.9523 1.2267 0.0 0.1 0.0 -0.615
C 1.7402 1.2086 -3.7148 -0.1 0.0 -0.2 -0.049
C 5.8862 -4.6392 -2.0561 0.0 -0.2 -0.1 -0.204
C -5.4496 3.5396 1.3489 0.1 -0.1 0.3 -0.232
H 0.2668 0.3047 1.8715 0.1 0.0 0.0 0.077
H 4.2612 0.2816 -0.2192 0.0 0.0 0.1 0.077
H -1.3780 4.0735 0.7899 0.1 0.0 0.2 0.053
H 7.3257 -5.2474 -3.5237 0.0 0.0 0.0 0.082
H 6.0283 -5.5174 -1.4284 0.0 0.0 0.1 0.122
H -6.5702 1.9236 1.9047 0.1 -0.1 0.0 0.065
H 0.5914 1.4644 -1.9233 -0.1 0.0 0.0 0.098
H -4.8392 7.1439 5.5010 0.0 0.0 0.0 0.091
H 1.4657 2.1758 -4.1375 0.0 0.0 0.1 0.086
H -6.6019 2.1852 0.3200 0.2 -0.1 0.0 0.068
H -3.6099 4.8665 2.4803 -0.1 0.0 -0.1 0.089
H 2.6969 1.3132 -3.2050 0.0 0.0 0.1 0.072
H -2.4367 -6.5239 -2.4693 0.0 -0.1 -0.1 0.123
H 1.1791 1.2880 2.9979 0.1 -0.1 -0.1 0.079
H -1.8523 -1.0786 -6.4988 0.0 -0.1 0.0 0.101
H 8.7432 -2.6041 -0.4504 0.1 0.0 0.1 0.115
H 7.4593 -3.0055 2.3051 -0.1 0.0 0.0 0.085
H 0.3773 5.3454 3.1546 0.0 -0.1 0.1 0.091
H -11.4877 4.5958 5.6055 0.0 0.0 0.0 0.081
H -2.7042 -4.8093 -2.1611 -0.1 0.0 0.0 0.122
H -10.4352 6.0082 5.7444 0.0 0.0 0.1 0.075
H 13.1181 -1.7971 1.1436 0.0 0.0 0.0 0.095
H -5.3323 -7.5973 -6.4928 0.0 0.0 0.0 0.098
H 3.4796 -0.4415 -1.6355 0.0 0.0 0.0 0.079
H 5.0044 -4.8018 -2.6753 0.0 0.1 0.0 0.124
H -3.3779 2.1838 2.3960 0.0 0.1 0.0 0.077
H 8.6539 -4.0874 1.5859 0.0 0.0 -0.1 0.077
H -3.5025 -1.0097 -5.8426 0.0 0.1 0.1 0.094
H -3.9180 3.7962 -0.1320 0.2 0.3 0.1 0.144
H 0.9135 -0.2266 -2.3118 0.0 0.0 -0.1 0.122
H -1.5302 -5.9530 -4.7470 0.0 -0.1 0.1 0.078
H -6.0433 4.3106 0.8466 0.1 0.0 0.1 0.116
H -0.6277 -5.1012 -3.4891 0.0 0.0 0.0 0.086
H 7.0527 -3.9254 0.8501 -0.1 0.0 0.0 0.064
H 5.1407 0.1925 -1.7629 0.0 0.0 -0.1 0.105
H -6.4033 7.9691 5.6919 0.0 0.0 0.0 0.100
H -1.8485 -4.2463 -4.4379 0.0 0.0 0.1 0.060
H 1.8128 4.4425 3.6296 -0.1 0.0 -0.1 0.092
H -3.3991 1.6515 0.7233 -0.1 0.0 0.2 0.070
H -9.5150 3.1160 5.3482 0.1 0.0 0.0 0.121
H 7.9858 -4.2076 -2.2533 0.0 -0.1 0.0 0.072
H 13.1799 -0.7365 2.5729 0.0 0.0 0.0 0.092
H -5.4924 3.7490 2.4270 -0.1 0.0 -0.1 0.115
H -9.3920 4.0128 6.8627 0.0 0.1 0.0 0.124
H 1.8587 0.4964 -4.5301 0.0 0.0 0.0 0.079
H -5.8322 -8.5460 -5.0728 0.0 0.0 0.0 0.095
H 0.2532 3.6059 3.5771 -0.1 0.1 -0.1 0.043
H -1.0532 2.3267 2.5465 0.1 0.1 0.0 0.017
H -2.3321 -2.1709 -5.1789 0.0 0.0 0.0 0.071
H 7.5113 -1.5703 0.2739 0.0 0.1 0.0 0.115
H -6.9619 -7.3829 -5.8094 0.0 0.1 0.0 0.092
H 2.0279 0.0733 1.9715 0.0 0.1 0.0 0.086
H 6.9847 -3.5131 -3.5347 0.0 0.0 0.0 0.077
H -1.1426 1.7566 0.2122 0.1 0.0 0.0 0.040
H -10.5072 5.1112 4.2237 0.0 -0.1 0.0 0.082
H 12.6714 -2.4338 2.7440 0.0 0.0 0.0 0.097
H -5.7315 7.0152 7.0367 0.0 0.0 0.0 0.096

101
Properties=species:S:1:pos:R:3:forces:R:3:lowdin_charge:R:1 method="wB97M-V/def2-TZVPD" homo_energy_ev=-11.4 homo_lumo_gap_ha=0.28120 lumo_ha=-0.1390 total_charge=+1
Cl 0.9164 2.4801 -3.3760 -1.1 -3.0 1.0 0.727
P 6.4938 4.0308 -6.1722 -1.3 8.9 -1.5 0.718
P -4.4123 -4.3665 7.8955 4.5 3.9 6.9 0.718
F -1.0296 -2.8737 -0.3328 0.0 0.9 -2.2 -0.068
O -3.8019 -1.1036 1.0446 0.8 1.6 1.1 -0.243
O -4.6420 -5.5893 8.7896 -1.8 -0.5 -3.9 -0.247
O 7.5131 5.3105 -6.4073 0.5 -1.4 0.7 -0.224
O 6.9118 4.2174 -4.5241 0.4 -2.5 -1.5 -0.198
O -4.2615 -3.0360 6.8306 -1.8 -2.3 -0.5 -0.202
O 6.1803 3.7656 -7.6484 1.0 -3.6 2.2 -0.249
O 5.1026 4.8954 -5.8475 -0.4 -1.2 0.5 -0.227
O -2.7596 -4.2910 8.1169 -0.1 -0.5 -1.2 -0.231
O -4.8483 -3.2198 9.0040 -0.8 -0.2 -1.4 -0.227
N 1.0885 -1.3074 -1.5118 -4.1 4.7 -3.9 0.195
N -0.5652 -0.0386 -2.7411 2.9 -1.6 1.7 -0.019
N 3.0065 0.2626 -1.4662 -2.6 -0.6 0.7 0.009
C -4.1376 -3.9609 4.5890 -0.2 0.1 -0.2 -0.083
C -1.1849 -2.5483 -1.7460 -0.3 0.3 0.1 -0.212
C 8.1250 5.5439 -7.6718 0.0 0.1 -0.5 -0.294
C -1.8614 0.3213 -3.3882 -1.9 -0.4 -0.1 -0.133
C -4.7311 -3.9087 11.3207 0.2 0.0 0.1 -0.074
C -1.9598 -5.4656 8.0608 0.3 -0.3 0.3 -0.296
C 3.2755 3.3248 -5.4592 0.0 0.1 0.1 -0.123
C 2.8510 0.8278 -0.0506 -0.3 0.9 1.2 -0.216
C -0.2640 -1.2774 -2.0434 1.1 0.4 0.4 -0.045
C 7.2681 6.4677 -8.5187 -0.2 0.2 0.0 -0.074
C 3.8378 4.4453 -6.3124 -0.3 0.2 -0.3 -0.291
C -5.6274 -3.5574 10.1467 -0.1 -0.2 0.4 -0.296
C -1.6930 -5.9161 6.6376 0.1 0.1 -0.1 -0.082
C -4.5291 0.1518 1.0551 -1.3 -0.5 -1.8 -0.212
C -3.4930 -3.0907 5.6468 0.2 -0.1 -0.5 -0.309
C -0.8009 -3.8724 -2.5666 -0.6 -0.1 0.1 -0.026
C 3.5531 2.2666 0.1342 -1.0 -0.6 0.3 -0.202
C -2.7478 -1.0433 2.0403 1.0 -1.0 0.5 -0.113
C -2.8771 1.1454 -2.4445 -0.9 -0.5 -0.9 -0.153
C -4.2858 0.3157 -2.4153 0.4 0.6 -0.1 -0.192
C 1.6218 -0.0109 -1.9107 -0.1 0.4 -1.0 -0.195
C 6.1780 2.1952 -3.3993 0.2 -0.1 0.2 -0.075
C 6.1165 3.7057 -3.4748 -0.2 -0.3 0.4 -0.301
C 2.4916 3.4403 -0.2460 0.9 0.0 -0.6 -0.121
C -5.6610 0.0291 -0.1152 0.0 0.6 0.3 -0.153
C -5.2955 0.9838 -1.3562 -0.1 -0.4 0.1 -0.204
C 0.6114 0.8268 -2.7150 2.6 -3.8 3.0 -0.428
H 7.2176 7.4610 -8.0642 0.1 -0.1 0.0 0.079
H 3.1115 3.6627 -4.4320 0.1 0.0 -0.1 0.027
H -4.0012 -4.6819 11.0658 -0.2 0.0 -0.1 0.070
H -4.0368 -0.7861 -2.2117 -0.6 1.5 0.1 0.093
H -3.4249 -2.0659 5.2678 -0.2 0.0 0.3 0.111
H -2.4695 1.3419 -1.3935 -0.5 -0.4 -1.5 0.118
H -6.6679 0.3659 0.3428 1.6 -0.5 -0.9 0.117
H -1.8313 -1.6471 1.6687 -1.6 0.9 0.4 0.082
H 3.1583 5.3011 -6.2670 0.2 0.1 0.1 0.123
H 1.7260 0.9876 0.1611 1.8 -0.3 -0.2 0.112
H -3.8200 0.9913 0.7263 -0.9 -0.9 0.9 0.110
H -1.7586 0.8967 -4.3714 0.6 -1.0 1.5 0.144
H -1.6802 -4.0971 -3.2706 1.5 0.2 1.0 0.098
H 3.9617 2.4738 -5.4234 -0.1 0.0 -0.1 0.070
H -5.0724 0.3527 2.0436 1.2 -0.2 -1.2 0.136
H -1.1371 -5.1531 6.0849 0.0 -0.1 0.0 0.071
H -6.3304 -4.3615 9.9169 0.2 0.0 0.0 0.105
H 2.5715 4.3334 0.4653 0.0 -1.3 -1.1 0.082
H -1.0072 -5.2255 8.5414 -0.1 0.2 0.0 0.121
H 7.6906 6.5678 -9.5220 0.0 0.0 0.1 0.080
H -2.2817 -2.2165 -1.8901 1.8 -0.7 0.3 0.142
H -2.6278 -6.1007 6.1006 0.0 -0.1 0.0 0.063
H 0.1622 -3.8025 -3.1750 -1.3 0.1 0.9 0.091
H -4.3368 -4.9672 4.9647 0.1 -0.1 0.0 0.064
H -2.3825 -0.6736 -3.6492 1.0 1.5 0.3 0.129
H -3.1129 2.1300 -2.9804 0.6 -1.2 1.1 0.122
H -5.3288 -4.2602 12.1660 0.0 0.0 -0.1 0.079
H -2.4698 -3.3963 5.8620 0.0 -0.2 0.2 0.096
H 1.4042 3.0877 -0.2465 1.5 0.3 0.1 0.059
H 1.5566 -2.0540 -0.9718 -0.7 0.7 -0.5 0.187
H 7.1947 1.8683 -3.1665 -0.1 0.0 0.0 0.085
H -1.1003 -6.8339 6.6252 -0.1 0.0 0.0 0.081
H -6.2594 1.3025 -1.8805 1.4 -0.4 0.7 0.114
H 2.3167 2.9793 -5.8536 0.1 0.0 -0.1 0.058
H -4.1632 -3.0306 11.6404 -0.1 0.0 0.0 0.078
H 3.4504 -0.6650 -1.2955 -0.3 1.0 -0.8 0.115
H 2.7469 3.7664 -1.3246 -0.6 -0.2 1.8 0.056
H 6.5155 4.1227 -2.5447 0.2 0.1 -0.2 0.130
H -2.3616 0.0230 2.2485 -0.9 -1.5 -0.2 0.102
H -4.7675 0.3425 -3.4691 1.0 0.0 1.6 0.127
H -3.4931 -4.0306 3.7090 -0.1 -0.1 0.0 0.076
H 3.2042 0.0357 0.7117 -0.3 1.3 -1.2 0.127
H -4.7907 1.9246 -0.9460 -0.8 -1.1 -0.6 0.105
H -0.7075 -4.7461 -1.8119 -0.2 1.6 -1.2 0.110
H -2.4026 -6.2788 8.6401 -0.2 0.1 -0.1 0.106
H 6.2392 6.1086 -8.6092 0.2 -0.1 0.0 0.069
H 8.3362 4.6021 -8.1836 -0.2 0.1 0.0 0.105
H 3.8818 4.1402 -7.3602 0.2 0.0 0.1 0.108
H 5.9021 1.7348 -4.3511 -0.1 0.0 0.0 0.064
H 9.0893 6.0210 -7.4834 -0.1 0.0 0.2 0.117
H 5.0930 4.0719 -3.5494 0.0 0.0 -0.2 0.091
H -6.2270 -2.6809 10.4023 0.1 0.1 -0.2 0.115
H 5.5090 1.8254 -2.6180 0.0 -0.1 -0.1 0.052
H -3.1011 -1.5795 3.0052 0.5 1.2 -1.4 0.084
H 3.8476 2.3513 1.2408 -0.3 -0.1 -1.7 0.114
H 4.4762 2.2818 -0.5400 -1.2 0.2 1.1 0.093
H -5.0970 -3.5364 4.2817 0.1 0.0 0.0 0.084
H -5.7875 -1.0605 -0.4771 0.3 1.7 0.8 0.123

90
Properties=species:S:1:pos:R:3:forces:R:3:lowdin_charge:R:1 method="wB97M-V/def2-TZVPD" homo_energy_ev="-11.5 / -13.8" multiplicity=6 homo_lumo_gap_ha="0.21671 / 0.24880" de_lowest_kcal_mol=98.51 lumo_ha="-0.2059 / -0.2583" total_charge=+2
Ir 0.3028 -1.6730 -0.3242 -1.0 2.9 3.6 0.931
P -0.1945 -0.0877 2.7538 -0.1 -1.2 -1.6 1.030
P 0.4374 -2.2357 -2.3598 0.6 -2.6 -4.0 0.664
P 0.0441 0.7530 -4.7499 -2.4 1.4 0.0 0.970
N -0.1300 -0.7344 1.2084 0.6 1.1 1.2 -0.368
C 1.6518 -2.0064 3.4816 0.0 -0.4 -0.1 -0.072
C 1.3389 0.9153 -2.8694 1.2 0.9 1.1 -0.331
C 0.4970 -0.7670 5.3327 0.1 -0.3 0.5 -0.078
C -2.3715 0.5197 4.3507 -0.6 0.2 0.2 -0.074
C -0.9963 2.1943 -1.0952 -0.3 1.9 -0.3 -0.216
C 0.3844 -3.4661 0.5258 -0.2 -0.3 0.3 -0.281
C -1.9696 1.4298 -2.0356 0.1 1.0 0.5 -0.141
C -0.7439 -2.5215 4.1134 0.1 -0.2 -0.1 -0.068
C -1.1128 0.4477 -2.7611 1.6 -2.2 -1.4 -0.237
C -2.0137 0.2526 2.8834 0.0 0.4 0.6 -0.608
C 0.8827 2.3851 1.8233 -0.3 0.3 0.1 -0.073
C -0.7065 -3.7280 -2.3504 0.3 -0.6 -0.1 -0.224
C -2.8733 -0.9223 2.3706 0.0 -0.2 0.2 -0.070
C 2.3931 1.1023 3.3483 0.1 0.1 0.0 -0.073
C 0.9092 1.4178 3.0174 0.0 0.4 0.5 -0.572
C -0.1048 3.0887 -1.8988 -5.8 0.1 -1.2 -0.087
C 2.1432 1.9553 -2.0589 -0.1 0.3 -1.4 -0.125
C 1.2461 3.1558 -1.9238 6.0 1.0 0.5 -0.093
C -2.3592 1.4956 2.0510 -0.2 0.3 -0.1 -0.079
C 0.3779 2.1977 4.2428 0.1 0.5 0.0 -0.082
C 0.2493 0.2680 -2.1747 -0.5 -1.3 2.3 -0.358
C 0.3123 -1.4132 3.9460 0.1 0.4 0.6 -0.600
C 1.4256 1.7628 -5.5511 -0.8 0.0 -0.2 -0.141
C 2.2378 -2.6697 -2.5391 -0.5 -0.4 -0.6 -0.206
C -1.4949 1.5022 -5.3637 -0.1 -0.8 -1.8 -0.195
C -0.0541 -1.9907 -4.1522 0.2 0.1 -0.7 -0.361
C 0.5486 -0.9536 -5.1002 -0.6 0.1 -0.1 -0.291
H 1.0930 2.1383 -6.5353 0.3 -0.2 0.4 0.072
H -1.7114 -0.4679 -3.0356 0.8 0.8 0.4 0.107
H -1.5961 2.5290 -4.9750 0.3 -0.4 0.0 0.072
H 0.2359 -2.9498 -4.6149 -0.2 0.2 0.4 0.098
H 2.8985 0.5098 2.5781 -0.1 0.1 0.1 0.089
H -2.5575 -1.2578 1.3787 -0.1 0.0 0.1 0.063
H 1.6532 -0.9901 -5.1632 -0.6 0.1 0.0 0.105
H 0.7479 -1.5616 6.0468 0.0 0.1 -0.1 0.111
H -0.3670 1.5487 -0.5042 -0.5 -0.1 0.4 0.048
H -1.9148 1.4711 1.0512 -0.1 -0.1 0.3 0.035
H -0.3105 -3.2932 4.7711 -0.1 0.2 -0.3 0.107
H -1.6738 -3.3762 -1.9776 0.1 -0.1 -0.1 0.057
H 1.5180 2.0245 1.0161 -0.1 0.0 -0.2 0.068
H -3.9142 -0.5664 2.3155 0.3 -0.1 0.0 0.100
H 2.5209 0.6323 4.3352 0.0 0.2 -0.6 0.071
H 1.1138 2.9882 4.4499 -0.2 -0.1 -0.1 0.107
H -2.7839 1.0075 -1.3933 0.6 -0.2 -0.8 0.139
H -1.5332 2.8295 -0.4029 -0.5 0.1 0.3 0.115
H 0.1134 -1.1335 -6.1039 0.5 -0.1 0.2 0.123
H -2.0874 2.4325 2.5537 0.1 -0.2 -0.2 0.087
H -3.4473 1.5336 1.9080 0.2 -0.1 0.1 0.102
H 2.2693 -3.4133 -3.3418 0.5 0.0 0.1 0.059
H -0.6813 3.7265 -2.6063 0.4 -0.6 0.0 0.141
H 3.0523 2.1953 -2.6452 -0.3 0.0 0.6 0.134
H -2.2615 -0.3660 4.9850 -0.1 0.3 -0.2 0.069
H -0.4187 -0.2897 5.6971 0.3 -0.2 0.0 0.071
H 2.0301 0.1705 -3.2841 0.0 0.6 -0.8 0.113
H -0.1366 2.5968 1.4707 0.5 -0.2 0.0 0.055
H -0.8070 -4.0694 -3.3787 -0.2 -0.2 0.1 0.040
H 1.8524 -2.9153 4.0687 -0.1 0.3 -0.1 0.109
H 1.2792 3.3614 2.1493 0.0 -0.4 0.0 0.109
H 2.7906 -1.7669 -2.8274 -0.1 -0.2 0.0 0.039
H 2.3329 1.1422 -5.6542 -0.4 0.3 0.1 0.073
H -0.4971 -4.0367 0.1926 0.5 0.0 0.4 0.010
H -2.4409 2.0447 -2.8357 0.1 0.2 1.0 0.119
H -3.4302 0.8072 4.3704 0.1 -0.1 0.1 0.109
H -1.8075 1.3495 4.7839 -0.3 -0.3 0.0 0.064
H -0.5860 2.6826 4.0441 0.3 -0.1 0.1 0.078
H 1.6372 -2.2804 2.4210 0.1 0.1 0.4 0.037
H -1.5020 1.5337 -6.4674 -0.2 0.2 0.3 0.066
H -0.3965 -4.5876 -1.7435 0.1 0.5 -0.1 0.050
H 1.7425 4.1289 -2.0083 -0.1 -0.2 0.8 0.128
H -1.0118 -2.9962 3.1594 0.0 0.1 0.3 0.077
H 0.7367 1.6980 -3.5285 1.6 -1.3 1.3 0.057
H 2.4331 1.5144 -1.1089 0.2 0.0 0.4 0.113
H -1.1515 -1.9172 -4.2145 0.4 -0.3 0.1 0.093
H 1.6409 2.6213 -4.8889 0.0 -0.3 -0.5 0.066
H 0.3593 -3.2639 1.6061 0.1 -0.8 -0.6 -0.038
H 2.4763 -1.3181 3.6407 0.0 -0.1 0.0 0.060
H 1.3388 -3.8959 0.1768 -0.3 -0.3 0.4 0.026
H 0.5111 0.2989 -1.0594 -0.7 -0.1 -1.3 0.032
H 2.9124 2.0737 3.4215 -0.2 -0.3 -0.2 0.105
H 1.3105 -0.0430 5.3630 -0.2 -0.3 0.1 0.054
H -1.6415 -2.1566 4.6268 0.3 -0.2 -0.3 0.071
H 0.3209 1.5922 5.1473 -0.2 0.3 -0.2 0.063
H -2.3467 0.8924 -5.0170 0.4 0.3 -0.1 0.067
H -2.8632 -1.7701 3.0683 0.0 0.3 -0.4 0.068
H 2.6984 -3.0668 -1.6224 -0.4 0.1 -0.3 0.046

| no. | calculated total energy (a.u.) |
| --- | --- |
| 1 | -2868.148793 |
| 2 | -3147.277853 |
| 3 | -2245.694823 |